Entry 1:
Here is a structure of composition C35H22ClIMnN2O4PS2 from the OMol25 dataset. Energies are from the ωB97M-V functional and the def2-TZVPD basis.

XYZ file:
```
69
Properties=species:S:1:pos:R:3:forces:R:3
Mn 1.0045 1.3773 -0.6663 0.5 0.0 0.0
O 0.0791 2.4465 -2.3015 -0.1 0.2 -0.2
C -0.4290 1.3518 -2.0257 -0.1 -0.1 0.0
C -1.4241 0.4485 -2.3517 -0.1 0.0 0.0
C -2.3558 0.5548 -3.4329 0.0 0.0 0.0
C -3.2335 -0.4662 -3.6737 0.0 0.0 -0.1
C -3.2552 -1.6362 -2.8847 0.0 0.0 0.0
C -2.3727 -1.7449 -1.8125 0.0 0.0 0.0
C -1.4844 -0.7283 -1.5264 0.0 -0.1 0.0
P -0.2812 -0.6710 -0.1956 0.2 0.2 0.0
C -1.1401 -0.6509 1.4027 -0.1 -0.2 0.0
C -0.3534 -0.5968 2.5548 0.0 0.0 0.1
C -0.9504 -0.5937 3.8038 0.1 0.0 0.0
C -2.3359 -0.6254 3.9129 -0.1 0.0 0.0
C -3.1200 -0.6610 2.7710 0.0 0.0 0.0
C -2.5242 -0.6856 1.5148 0.1 0.0 0.0
C 0.5703 -2.2800 -0.1719 -0.2 -0.2 0.1
C 0.0363 -3.3709 0.5153 0.0 0.0 0.0
C 0.6873 -4.5956 0.5064 0.0 0.0 0.0
C 1.8817 -4.7405 -0.1873 0.0 0.0 0.0
C 2.4197 -3.6584 -0.8683 0.0 0.0 0.0
C 1.7673 -2.4344 -0.8606 0.1 0.0 0.0
H -2.3557 1.4492 -4.0434 0.0 0.0 0.0
H -3.9346 -0.3728 -4.4961 0.0 0.0 0.0
H -3.9581 -2.4310 -3.0951 0.0 0.0 0.0
H -2.3879 -2.6377 -1.1943 0.0 0.0 0.0
H 0.7258 -0.5369 2.4749 0.0 0.0 0.0
H -0.3317 -0.5416 4.6916 0.0 0.0 0.0
H -2.8031 -0.6049 4.8905 0.0 0.0 0.0
H -4.2004 -0.6571 2.8502 0.0 0.0 0.0
H -3.1368 -0.6777 0.6253 0.0 -0.1 0.0
H -0.8855 -3.2564 1.0734 0.0 0.0 0.0
H 0.2643 -5.4331 1.0475 0.0 0.0 0.0
H 2.3956 -5.6940 -0.1910 0.0 0.0 0.0
H 3.3580 -3.7587 -1.4001 0.0 0.0 0.0
H 2.2052 -1.5944 -1.3842 0.0 0.0 0.0
Cl 7.2732 -0.6313 -3.5638 0.0 0.0 0.0
C 5.9886 -0.1156 -2.4987 -0.2 0.0 0.0
C 6.2481 0.1125 -1.1784 0.0 0.0 0.0
C 5.2386 0.5247 -0.2907 0.1 -0.1 -0.1
I 5.7245 0.8429 1.6996 0.0 0.0 0.1
C 3.9237 0.7220 -0.7013 -0.1 0.0 -0.1
O 2.9580 1.0936 0.0477 0.0 0.0 0.1
C 3.6754 0.4689 -2.1115 -0.1 0.0 0.1
N 2.3919 0.6535 -2.4967 -0.1 0.1 0.0
C 2.0561 0.4669 -3.7486 0.1 -0.1 -0.1
C 2.9897 0.0660 -4.7238 0.0 0.0 0.1
C 4.2901 -0.1382 -4.3539 0.0 0.0 0.0
C 4.6767 0.0601 -3.0111 0.2 0.0 0.0
H 7.2546 -0.0253 -0.8059 0.0 0.0 0.0
H 1.0145 0.6231 -4.0034 0.0 0.0 0.0
H 2.6681 -0.0782 -5.7461 0.0 0.0 0.0
H 5.0347 -0.4528 -5.0734 0.0 0.0 0.0
O -4.1281 1.4823 0.4789 -0.1 0.1 0.0
S -3.4151 2.6978 0.7668 0.0 -0.1 0.0
O -3.9417 3.9223 0.2309 0.0 0.0 0.0
N -1.8258 2.5408 0.4000 0.1 -0.1 -0.1
C -1.0608 2.6801 1.4466 -0.1 0.4 0.2
S 0.6381 2.6886 1.4405 -0.1 -0.1 0.0
C -1.8106 2.8823 2.7364 0.0 -0.1 -0.1
C -1.3189 3.0276 4.0213 0.0 0.0 0.0
C -2.2320 3.1499 5.0603 0.0 0.0 0.0
C -3.6044 3.1232 4.8196 0.0 0.0 0.0
C -4.0977 2.9823 3.5272 0.1 0.0 0.0
C -3.1710 2.8713 2.5115 -0.1 0.0 0.1
H -0.2515 3.0296 4.1998 0.0 0.0 0.0
H -1.8751 3.2637 6.0766 0.0 0.0 0.0
H -4.2933 3.2136 5.6505 0.0 0.0 0.0
H -5.1601 2.9600 3.3214 0.0 0.0 0.0
```
Positions in Å, forces in eV/Å.

Properties
**Total charge**: -1
**LUMO energy (spin up / spin down)**: 2.265 / 2.232 eV
**Energy above the lowest of the compared OMol25 structures with the same formula, charge and spin**: 1.222 eV
**Multiplicity**: 6
**HOMO energy (spin up / spin down)**: -2.95 / -5.13 eV
**<S²>**: 9.08
**Gap between HOMO and LUMO (spin up / spin down)**: 5.216 / 7.361 eV
**Molar mass**: 847.0 g/mol

***

Entry 2:
Here is a structure of composition C35H23Br4N2O5PPtS2 in a non-equilibrium geometry from the OMol25 dataset. Energies are from the ωB97M-V functional and the def2-TZVPD basis.

XYZ file:
```
73
Properties=species:S:1:pos:R:3:forces:R:3
Pt 0.6964 -1.6213 -0.4684 -0.7 0.2 0.2
Br -4.6447 -4.4794 -2.9323 0.0 0.0 0.0
C -3.8212 -2.9675 -2.1411 0.1 -0.1 -0.1
C -4.5598 -2.0847 -1.3523 0.0 0.2 0.1
Br -6.4064 -2.4075 -1.0562 0.0 0.0 0.0
C -3.9539 -0.9635 -0.8111 -0.2 -0.1 0.0
Br -4.9236 0.3243 0.1829 0.0 0.0 0.0
C -2.5820 -0.6436 -1.0333 0.3 1.0 0.4
O -2.0525 0.4339 -0.6124 -0.7 -0.8 -0.5
C -1.8318 -1.5827 -1.8177 0.2 0.0 0.1
O -0.5586 -1.3200 -2.0698 0.4 -0.2 0.1
C -2.4693 -2.6993 -2.3515 0.0 -0.2 -0.1
Br -1.4186 -3.8159 -3.4676 0.0 0.0 0.0
C 1.6419 -5.5957 -1.9557 0.1 0.0 -0.1
C 2.5288 -5.3177 -2.9869 -0.1 0.0 0.1
C 2.9088 -4.0082 -3.2193 0.0 0.0 0.0
C 2.3910 -2.9932 -2.4234 -0.1 0.0 0.1
N 1.4913 -3.2816 -1.4592 0.0 -0.1 -0.2
C 1.1367 -4.5422 -1.2169 0.0 0.1 0.0
C 2.8040 -1.5797 -2.4674 -0.1 -0.1 0.0
C 3.8206 -1.1036 -3.2946 0.0 0.0 0.0
C 4.2628 0.2017 -3.1662 0.0 0.0 0.0
C 3.7118 1.0161 -2.1804 0.0 -0.1 0.0
C 2.6928 0.5430 -1.3671 0.0 0.0 0.0
C 2.1915 -0.7451 -1.5209 -0.1 0.0 -0.1
H 1.3272 -6.6037 -1.7287 0.0 0.0 0.0
H 2.9306 -6.1155 -3.5998 0.0 0.0 0.0
H 3.6150 -3.7715 -4.0015 0.0 0.0 0.0
H 0.4243 -4.6710 -0.4100 0.0 0.0 0.0
H 4.2815 -1.7525 -4.0301 0.0 0.0 0.0
H 5.0508 0.5759 -3.8091 0.0 0.0 0.0
H 4.0849 2.0252 -2.0437 0.0 0.0 0.0
H 2.2858 1.1617 -0.5796 0.0 -0.1 0.0
O 0.7404 -1.9748 3.2126 0.0 -0.1 0.0
S 0.7956 -3.1247 2.3205 -0.2 0.0 0.0
O 0.6261 -4.4027 2.9941 0.1 0.0 -0.1
O 1.9812 -3.0883 1.4294 -0.1 0.3 -0.1
S -0.7866 -2.9496 0.9476 0.0 0.1 0.0
N 0.3011 -0.0595 0.5965 0.7 0.2 0.1
P -0.3602 1.2951 0.9401 0.3 -0.5 0.0
C -0.6740 2.6587 -0.2532 0.0 0.0 0.1
C 0.3980 3.2068 -0.9478 0.0 0.0 0.0
C 0.2054 4.2317 -1.8646 0.0 0.0 0.0
C -1.0683 4.7306 -2.0866 0.0 0.0 0.0
C -2.1462 4.1885 -1.3974 0.0 0.0 0.0
C -1.9524 3.1551 -0.4943 0.0 0.0 -0.1
C -1.7767 1.2819 2.0874 0.0 0.1 -0.1
C -2.3921 2.4450 2.5410 0.0 0.0 0.1
C -3.4043 2.3763 3.4869 0.0 0.0 0.0
C -3.7861 1.1437 4.0039 0.0 0.0 0.0
C -3.1484 -0.0107 3.5757 0.0 0.0 0.0
C -2.1462 0.0550 2.6188 0.0 0.0 0.0
C 0.9000 2.0582 2.0567 -0.1 0.1 0.0
C 1.6485 1.1834 2.8491 0.0 0.0 0.0
C 2.5850 1.6854 3.7407 0.0 0.0 0.0
C 2.7815 3.0553 3.8631 0.0 0.0 0.0
C 2.0302 3.9283 3.0924 0.0 0.0 0.0
C 1.0914 3.4313 2.1959 0.0 -0.1 0.0
H 1.3962 2.8288 -0.7807 0.0 0.1 0.0
H 1.0528 4.6340 -2.4056 0.0 0.0 0.0
H -1.2240 5.5310 -2.8002 0.0 0.0 0.0
H -3.1479 4.5571 -1.5795 0.0 0.0 0.0
H -2.7990 2.6980 0.0000 0.0 0.0 -0.1
H -2.0846 3.4119 2.1571 0.0 0.0 0.0
H -3.8895 3.2846 3.8247 0.0 0.0 0.0
H -4.5767 1.0880 4.7429 0.0 0.0 0.0
H -3.4289 -0.9754 3.9788 0.0 0.0 0.0
H -1.6417 -0.8440 2.2865 0.0 0.0 -0.1
H 1.4837 0.1131 2.7700 0.0 0.0 0.0
H 3.1588 0.9951 4.3458 0.0 0.0 0.0
H 3.5157 3.4408 4.5616 0.0 0.0 0.0
H 2.1732 4.9993 3.1845 0.0 0.0 0.0
H 0.5128 4.1232 1.5967 0.0 0.0 0.0
```
Positions in Å, forces in eV/Å.

Properties
**Total charge**: -2
**LUMO energy (spin up / spin down)**: 3.997 / 3.998 eV
**HOMO energy (spin up / spin down)**: -2.12 / -2.12 eV
**Gap between HOMO and LUMO (spin up / spin down)**: 6.119 / 6.118 eV
**Molar mass**: 1161.4 g/mol

***

Entry 3:
Here is a structure of composition C35H25BaBrF5N6O3Te from the OMol25 dataset. Energies are from the ωB97M-V functional and the def2-TZVPD basis.

XYZ file:
```
77
Properties=species:S:1:pos:R:3:forces:R:3
Ba 0.4117 -0.3843 -0.9570 0.5 0.0 -0.6
N -4.5302 0.6841 -0.7296 0.0 0.1 0.0
C -3.3473 0.0105 -0.7343 0.1 -0.1 -0.1
N -2.1950 0.5496 -0.7512 0.1 0.1 0.2
C -2.0471 1.9865 -0.6741 -0.4 0.2 -0.1
N -1.2679 2.4605 0.3900 0.0 0.2 0.4
N -0.2671 1.6732 0.6815 0.0 0.0 -0.1
C 0.5504 2.0026 1.6403 -0.2 0.2 0.1
C 1.6650 1.1704 2.0113 0.2 -0.1 0.2
C 2.5031 1.5959 3.0600 0.1 0.0 -0.1
C 3.5852 0.8327 3.4298 0.0 0.0 0.0
C 3.8281 -0.3699 2.7724 0.0 0.0 0.0
C 2.9523 -0.7314 1.7683 0.0 -0.1 -0.1
N 1.9028 -0.0045 1.3874 -0.1 0.2 0.1
C -3.3361 2.7608 -0.7583 0.0 -0.1 0.0
C -3.3554 4.1506 -0.7757 0.0 0.0 0.0
C -4.5495 4.8477 -0.8259 0.0 0.0 0.0
C -5.7553 4.1541 -0.8615 0.0 0.0 0.0
C -5.7577 2.7726 -0.8361 0.0 0.0 0.0
C -4.5502 2.0817 -0.7797 0.0 0.0 0.0
H -5.3920 0.1698 -0.7507 0.0 0.0 0.0
H -3.4156 -1.0763 -0.7592 0.0 0.0 0.0
H 0.3920 2.9211 2.2043 0.0 0.0 -0.1
H 2.2967 2.5379 3.5510 0.0 0.0 0.0
H 4.2419 1.1681 4.2235 0.0 0.0 0.0
H 4.6718 -0.9975 3.0211 0.0 0.0 0.0
H 3.1021 -1.6575 1.2219 0.0 0.0 0.0
H -2.4057 4.6691 -0.7465 0.0 0.0 0.0
H -4.5446 5.9298 -0.8407 0.0 0.0 0.0
H -6.6937 4.6918 -0.9090 0.0 0.0 0.0
H -6.6900 2.2190 -0.8580 0.0 0.0 0.0
Br 1.8232 -1.3542 -5.1545 0.0 0.0 0.0
C 0.8925 -2.8190 -4.3819 0.0 0.1 -0.1
C 0.9039 -4.0463 -5.0246 0.0 0.0 0.0
C 0.1723 -5.0688 -4.4404 0.0 0.0 0.0
C -0.5180 -4.8287 -3.2647 0.0 0.0 0.0
C -0.4220 -3.5733 -2.6853 0.0 0.0 -0.1
N 0.2705 -2.5757 -3.2495 0.1 0.0 0.1
C -1.0869 -3.2272 -1.3597 0.0 0.0 0.1
O -2.2961 -3.4401 -1.2576 0.0 -0.1 0.0
O -0.2941 -2.6985 -0.5240 -0.4 -0.8 0.1
H 1.4580 -4.1804 -5.9412 0.0 0.0 0.0
H 0.1440 -6.0465 -4.9052 0.0 0.0 0.0
H -1.1216 -5.5876 -2.7875 0.0 0.0 0.0
F 6.7953 2.8725 0.8899 0.0 0.0 0.0
C 5.7193 2.3978 0.2267 0.0 0.0 0.0
C 5.6480 1.0685 -0.1456 0.0 0.0 0.0
F 6.6530 0.2347 0.1835 0.0 0.0 0.0
C 4.5503 0.5933 -0.8308 0.0 -0.1 0.0
F 4.5029 -0.7259 -1.1276 0.0 0.1 0.0
C 3.4402 1.3953 -1.1795 0.0 -0.1 0.1
O 2.3967 0.9224 -1.7604 0.3 0.1 0.0
C 3.5647 2.7450 -0.7807 0.0 0.1 0.0
F 2.5565 3.5953 -1.0515 0.0 0.0 0.0
C 4.6641 3.2301 -0.1010 0.0 0.0 0.0
F 4.7165 4.5264 0.2559 0.0 0.0 0.0
C -4.5182 3.4997 -7.6962 0.0 0.0 0.0
C -3.6782 3.2708 -6.4681 0.0 0.0 0.0
C -3.6800 2.0532 -5.8093 0.0 0.0 0.0
C -2.8996 1.8272 -4.6774 0.1 0.0 0.0
C -2.9800 0.4777 -4.0227 0.0 0.0 0.0
C -2.0844 2.8555 -4.1813 -0.1 -0.1 0.0
Te -0.7663 2.5790 -2.5334 0.1 0.2 -0.2
C -2.0798 4.1020 -4.8341 -0.1 0.0 0.0
C -1.2358 5.2645 -4.3805 0.0 0.0 0.0
C -2.8707 4.2806 -5.9633 0.0 0.0 0.0
H -5.1411 2.6319 -7.9126 0.0 0.0 0.0
H -3.8913 3.6903 -8.5699 0.0 0.0 0.0
H -5.1730 4.3640 -7.5693 0.0 0.0 0.0
H -4.3027 1.2466 -6.1837 0.0 0.0 0.0
H -3.3369 -0.2760 -4.7256 0.0 0.0 0.0
H -3.6740 0.5032 -3.1820 0.0 0.0 0.0
H -2.0093 0.1666 -3.6344 0.0 0.0 0.0
H -1.1987 5.3385 -3.2955 0.0 0.0 0.0
H -1.6282 6.1977 -4.7867 0.0 0.0 0.0
H -0.2046 5.1538 -4.7251 0.0 0.0 0.0
H -2.8578 5.2468 -6.4594 0.0 0.0 0.0
```
Positions in Å, forces in eV/Å.

Properties
**Total charge**: -1
**LUMO energy**: 2.239 eV
**Energy above the lowest of the compared OMol25 structures with the same formula, charge and spin**: 1.617 eV
**HOMO energy**: -4.01 eV
**Gap between HOMO and LUMO**: 6.249 eV
**Molar mass**: 1017.4 g/mol

***

Entry 4:
Here is a cluster of 3 separate species, C35H25BrClN3O5 in total in a non-equilibrium geometry from the OMol25 dataset. Energies are from the ωB97M-V functional and the def2-TZVPD basis.

XYZ file:
```
70
Properties=species:S:1:pos:R:3:forces:R:3
N 1.2345 0.0154 -6.7321 0.0 -1.2 0.8
C 1.2988 -0.9436 -6.0851 0.1 2.0 -1.1
C 1.3968 -2.0906 -5.2222 -0.5 -1.3 0.0
N 0.4945 -2.0240 -4.1263 0.2 0.5 -0.1
Br 0.8183 -3.6346 -6.3947 0.0 0.0 -0.1
C 2.8482 -2.3583 -4.7885 1.2 -0.1 -0.5
O 3.5028 -2.9272 -5.9099 -0.1 0.1 -0.2
C 2.8944 -3.3774 -3.7307 -1.0 -1.1 1.1
N 2.8189 -4.2347 -2.9578 0.3 0.9 -0.7
C 3.6463 -1.0976 -4.4017 -1.0 0.3 -0.1
C 2.9521 -0.0557 -3.5328 0.3 -0.3 0.7
C 2.4100 -0.5720 -2.2018 0.1 0.7 0.2
Cl 2.7121 0.6692 -0.9208 0.1 -0.1 0.0
H 0.2752 -2.9659 -3.8388 0.0 -0.1 0.4
H -0.3597 -1.5697 -4.4154 -0.2 0.0 0.1
H 4.4205 -3.0601 -5.6633 0.3 0.0 -0.1
H 4.5794 -1.4298 -3.9641 0.2 -0.1 0.3
H 3.8844 -0.6234 -5.3452 0.1 0.1 -0.3
H 3.7021 0.6823 -3.2864 0.3 0.2 -0.1
H 2.1819 0.4869 -4.0602 -0.3 0.0 -0.3
H 2.8533 -1.5029 -1.8804 0.3 -0.1 0.2
H 1.3450 -0.6861 -2.2056 -0.4 -0.2 -0.1
C 3.1799 -1.1022 2.5595 0.0 0.0 0.1
C 3.3824 -1.5939 3.8452 -0.1 0.0 -0.1
C 2.3762 -2.2948 4.4901 0.2 0.0 0.0
C 1.1585 -2.4994 3.8552 -0.1 0.0 -0.1
C 0.9509 -1.9899 2.5719 0.0 -0.1 0.1
C 1.9664 -1.2991 1.9256 0.1 0.0 0.0
C -0.3549 -2.1538 1.8835 0.1 0.1 -0.3
O -0.5143 -1.7100 0.7607 0.0 -0.3 0.2
C -1.4498 -2.8619 2.6045 0.0 0.0 0.1
C -2.6994 -2.9869 2.0089 -0.1 0.0 0.0
C -3.7180 -3.6541 2.6665 0.0 0.0 0.0
C -3.4922 -4.2102 3.9204 0.0 0.0 0.0
C -2.2515 -4.0882 4.5212 -0.1 -0.1 0.0
C -1.2297 -3.4086 3.8720 0.0 0.1 -0.1
C 0.0895 -3.2639 4.5511 0.1 -0.1 0.2
O 0.2814 -3.7532 5.6442 0.0 0.0 0.0
H 3.9676 -0.5591 2.0542 0.0 0.0 0.0
H 4.3277 -1.4292 4.3448 0.0 0.0 0.0
H 2.5321 -2.6801 5.4877 -0.1 -0.1 0.0
H 1.8053 -0.9108 0.9313 -0.1 0.0 0.0
H -2.8758 -2.5614 1.0330 0.1 0.0 -0.1
H -4.6905 -3.7446 2.2015 0.0 0.0 0.0
H -4.2876 -4.7376 4.4297 0.0 0.0 0.0
H -2.0733 -4.5170 5.4971 0.1 0.0 0.0
C -1.5314 7.7314 1.0989 0.0 0.0 0.0
C -0.2749 7.2531 1.4563 -0.1 0.0 0.0
C 0.0001 5.8987 1.3817 0.1 0.1 0.0
C -0.9834 5.0137 0.9595 -0.1 0.0 0.0
C -2.2512 5.4914 0.6215 0.1 -0.1 0.0
C -2.5171 6.8534 0.6833 0.0 0.2 0.0
C -3.3351 4.5559 0.2095 -0.2 0.1 -0.1
O -4.4350 4.9730 -0.0890 0.0 0.0 0.0
C -3.0352 3.0985 0.1811 0.1 0.0 0.1
C -4.0451 2.2034 -0.1477 -0.1 -0.1 0.0
C -3.7768 0.8455 -0.1906 0.1 0.1 0.0
C -2.4963 0.3733 0.0868 -0.3 0.3 -0.1
C -1.4881 1.2622 0.4187 0.0 -0.1 0.0
C -1.7542 2.6240 0.4764 -0.1 0.1 0.0
C -0.6653 3.5609 0.8681 0.2 -0.1 0.0
O 0.4513 3.1540 1.1119 0.0 0.0 0.0
H -1.7415 8.7914 1.1500 0.0 0.0 0.0
H 0.4906 7.9401 1.7917 0.0 0.0 0.0
H 0.9769 5.5242 1.6535 0.0 -0.1 0.0
H -3.4959 7.2211 0.4096 -0.1 -0.1 0.0
H -5.0378 2.5715 -0.3659 0.0 0.1 0.0
H -4.5670 0.1498 -0.4424 0.0 0.0 0.0
H -2.2839 -0.6788 0.0449 0.1 -0.1 0.0
H -0.4939 0.8978 0.6363 0.1 0.1 0.0
```
Positions in Å, forces in eV/Å.

Properties
**Total charge**: 0
**LUMO energy**: -1.063 eV
**Structure (SMILES)**: N#C[C@@](N)(Br)[C@](O)(C#N)CCCCl.O=C1c2ccccc2C(=O)c2ccccc21.O=C1c2ccccc2C(=O)c2ccccc21
**HOMO energy**: -9.67 eV
**Gap between HOMO and LUMO**: 8.609 eV
**Molar mass**: 683.0 g/mol